[1]
The following is a quantum chemistry calculation of 8 unconnected molecules or ions with the total composition C36H84N4O8 in a non-equilibrium geometry, from OMol25.

The geometry in XYZ format:
```
132
Properties=species:S:1:pos:R:3:mulliken_charge:R:1
C -17.883 -8.230 26.503 -1.837
C -18.278 -9.709 26.517 1.400
C -17.237 -10.545 27.388 -1.733
C -19.641 -9.872 27.253 -1.222
C -20.454 -11.095 27.054 -0.576
C -20.552 -11.328 25.553 -1.456
C -19.205 -11.444 24.808 1.668
C -18.521 -12.779 25.216 -1.738
C -19.545 -11.294 23.266 -1.940
N -18.380 -10.237 25.127 0.383
O -17.180 -10.080 24.444 -0.444
H -17.572 -7.968 27.514 0.406
H -17.006 -7.993 25.902 0.415
H -18.595 -7.509 26.100 0.381
H -16.846 -9.825 28.106 0.503
H -17.637 -11.442 27.860 0.292
H -16.323 -10.652 26.803 0.394
H -19.492 -9.823 28.332 0.375
H -20.264 -9.009 27.019 0.419
H -20.004 -11.992 27.481 0.272
H -21.416 -10.890 27.523 0.356
H -21.216 -10.605 25.078 0.452
H -21.063 -12.286 25.453 0.450
H -18.694 -13.561 24.477 0.495
H -18.861 -13.237 26.145 0.297
H -17.431 -12.761 25.177 0.344
H -20.324 -11.985 22.945 0.419
H -18.635 -11.603 22.751 0.473
H -19.773 -10.277 22.946 0.392
H -17.500 -9.417 23.829 0.359
C -15.116 -13.972 13.346 -1.875
C -16.539 -14.327 12.847 1.224
C -16.983 -13.668 11.534 -1.680
C -16.545 -15.909 12.541 -1.014
C -17.944 -16.471 12.645 -0.651
C -18.721 -16.174 13.885 -0.828
C -18.720 -14.658 14.173 1.328
C -19.725 -14.017 13.235 -1.674
C -19.069 -14.517 15.642 -2.056
N -17.440 -14.036 14.024 0.478
O -17.545 -12.665 14.480 -0.477
H -14.409 -14.266 12.570 0.401
H -15.107 -12.888 13.462 0.423
H -14.894 -14.486 14.282 0.400
H -17.143 -12.597 11.658 0.290
H -16.176 -13.734 10.803 0.465
H -17.833 -14.196 11.102 0.419
H -16.215 -16.039 11.511 0.368
H -15.858 -16.389 13.239 0.427
H -18.452 -16.187 11.723 0.353
H -17.661 -17.524 12.650 0.343
H -18.447 -16.723 14.787 0.375
H -19.728 -16.449 13.572 0.301
H -19.348 -14.292 12.250 0.363
H -19.760 -12.929 13.272 0.304
H -20.774 -14.315 13.250 0.410
H -19.221 -13.488 15.969 0.418
H -18.269 -15.010 16.194 0.451
H -20.007 -14.969 15.966 0.375
H -17.111 -12.732 15.333 0.343
C -21.407 -5.618 13.619 -1.878
C -20.288 -5.283 14.663 1.666
C -18.946 -5.817 14.174 -1.722
C -20.119 -3.762 14.627 -1.201
C -19.155 -3.219 15.678 -0.767
C -19.479 -3.743 17.077 -1.041
C -19.827 -5.240 17.241 1.470
C -18.594 -6.109 17.500 -1.707
C -20.678 -5.286 18.578 -1.825
N -20.685 -5.671 16.046 -0.010
O -21.123 -6.969 16.182 -0.406
H -21.545 -6.689 13.469 0.387
H -22.412 -5.502 14.024 0.457
H -21.359 -5.027 12.704 0.379
H -18.875 -6.900 14.275 0.385
H -18.878 -5.736 13.089 0.454
H -18.041 -5.379 14.595 0.274
H -19.758 -3.381 13.672 0.452
H -21.040 -3.243 14.890 0.387
H -18.144 -3.578 15.483 0.321
H -19.106 -2.132 15.753 0.390
H -20.265 -3.055 17.388 0.417
H -18.621 -3.467 17.690 0.310
H -18.067 -6.002 18.449 0.459
H -17.800 -6.041 16.756 0.316
H -18.863 -7.165 17.487 0.441
H -20.040 -5.160 19.452 0.374
H -21.275 -6.192 18.683 0.364
H -21.463 -4.552 18.393 0.446
H -20.238 -7.339 16.152 0.406
C -6.184 -8.176 17.528 -1.823
C -6.971 -8.047 18.841 1.449
C -6.703 -9.378 19.527 -1.683
C -6.392 -6.800 19.553 -1.096
C -7.219 -6.224 20.644 -0.690
C -8.642 -5.971 20.171 -1.271
C -9.367 -7.225 19.490 1.630
C -9.901 -8.211 20.642 -1.650
C -10.577 -6.704 18.792 -1.923
N -8.422 -7.828 18.462 0.084
O -9.029 -8.950 17.933 -0.474
H -6.574 -8.984 16.909 0.429
H -6.020 -7.257 16.967 0.377
H -5.154 -8.440 17.768 0.410
H -7.217 -10.223 19.069 0.403
H -5.661 -9.567 19.788 0.434
H -7.196 -9.478 20.494 0.369
H -5.424 -7.036 19.995 0.398
H -6.298 -6.048 18.770 0.410
H -7.286 -6.936 21.467 0.313
H -6.879 -5.229 20.934 0.374
H -8.614 -5.063 19.569 0.454
H -9.107 -5.784 21.139 0.349
H -10.787 -7.863 21.172 0.428
H -9.240 -8.241 21.509 0.349
H -9.945 -9.261 20.354 0.324
H -11.163 -7.519 18.369 0.402
H -10.349 -6.130 17.894 0.460
H -11.251 -6.198 19.483 0.399
H -9.144 -8.715 17.009 0.363
O -12.470 -13.051 24.308 -0.638
H -12.782 -13.323 23.445 0.317
H -13.221 -12.610 24.706 0.322
O -14.430 -16.462 17.710 -0.624
H -13.613 -16.003 17.517 0.309
H -15.104 -15.784 17.660 0.308
O -10.728 -13.975 18.593 -0.618
H -9.983 -14.571 18.672 0.305
H -10.340 -13.138 18.339 0.318
O -14.467 -11.407 18.856 -0.630
H -14.082 -10.701 19.375 0.313
H -13.728 -11.977 18.640 0.316
```

Calculated values
HOMO-LUMO gap, eV: 8.0
E_LUMO, eV: -0.073
SMILES: CC1(C)CCCC(C)(C)N1O.CC1(C)CCCC(C)(C)N1O.CC1(C)CCCC(C)(C)N1O.CC1(C)CCCC(C)(C)N1O.O.O.O.O
Net charge: 0


[2]
The following is a quantum chemistry calculation of a gas-phase ion, O4P (charge -1) in a non-equilibrium geometry, from OMol25.

The geometry in XYZ format:
```
5
Properties=species:S:1:pos:R:3:nbo_charge:R:1
O -0.600 -1.529 0.109 -1.108
P 0.109 -0.214 0.066 2.279
O 1.965 -0.213 -0.004 -1.054
O -0.707 1.060 0.643 -0.566
O -0.767 0.897 -0.814 -0.551
```

Calculated values
HOMO-LUMO gap, eV: 9.3
E_LUMO, eV: 4.277
SMILES: O=P1([O-])OO1
Net charge: -1


[3]
The following is a quantum chemistry calculation of 2 unconnected molecules or ions with the total composition CCl2O3S2 in a non-equilibrium geometry, from OMol25.

The geometry in XYZ format:
```
8
Properties=species:S:1:pos:R:3:nbo_charge:R:1
C -2.476 0.071 -0.004 1.030
O -2.933 -0.141 -1.040 -0.475
O -2.173 0.198 1.155 -0.554
O 0.448 -0.838 -0.425 -0.880
S 2.905 -0.013 0.719 0.133
S 0.695 0.038 0.615 1.220
Cl 0.255 1.977 -0.204 -0.276
Cl 3.279 -1.291 -0.813 -0.198
```

Calculated values
HOMO-LUMO gap (spin up / spin down), eV: 6.0 / 7.0
E_LUMO (spin up / spin down), eV: -1.009 / -3.493
Net charge: 0
<S²>: 2.0091
Multiplicity: 3


[4]
The following is a quantum chemistry calculation of 12 unconnected molecules or ions with the total composition C73H176F24N5O4P7 in a non-equilibrium geometry, from OMol25.

The geometry in XYZ format:
```
289
Properties=species:S:1:pos:R:3:mulliken_charge:R:1
C 5.235 -1.853 -3.873 -1.006
C 5.521 -0.370 -4.051 -1.115
C 4.254 0.533 -3.903 -0.739
C 3.103 0.200 -4.768 -0.173
P 1.901 1.564 -4.905 0.174
C 2.710 3.082 -5.446 -0.654
C 3.496 3.002 -6.783 -0.837
C 3.871 4.347 -7.345 -0.442
C 4.739 4.162 -8.585 -1.335
C 0.568 1.205 -6.035 -0.895
C -0.152 -0.127 -5.709 0.219
C -1.541 -0.135 -6.344 -1.021
C -2.242 -1.413 -5.961 -0.353
C 1.194 1.856 -3.262 0.406
C -0.125 2.610 -3.187 -1.081
C -0.228 4.029 -3.582 -0.843
C 0.510 5.003 -2.699 -0.604
H 6.182 -2.428 -3.995 0.438
H 4.531 -2.235 -4.597 0.191
H 4.838 -2.006 -2.901 0.349
H 5.823 -0.324 -5.098 0.345
H 6.293 -0.109 -3.388 0.497
H 4.521 1.553 -4.004 0.559
H 3.968 0.420 -2.844 0.168
H 2.447 -0.606 -4.476 0.182
H 3.428 -0.056 -5.821 0.568
H 3.434 3.265 -4.694 0.709
H 1.870 3.852 -5.517 0.207
H 3.047 2.359 -7.532 0.417
H 4.484 2.523 -6.593 0.218
H 4.360 4.960 -6.595 0.387
H 2.937 4.834 -7.642 0.355
H 5.017 5.138 -8.920 0.425
H 4.091 3.761 -9.378 0.314
H 5.553 3.502 -8.300 0.348
H 0.928 1.222 -7.067 0.817
H -0.233 2.017 -5.963 0.469
H -0.213 -0.186 -4.604 -0.391
H 0.522 -0.951 -6.014 0.450
H -1.436 0.023 -7.442 0.353
H -2.064 0.659 -5.895 0.408
H -3.214 -1.467 -6.401 0.564
H -2.407 -1.548 -4.822 -0.444
H -1.644 -2.283 -6.283 0.305
H 1.962 2.356 -2.674 0.222
H 0.998 0.847 -2.872 -0.115
H -0.508 2.452 -2.224 1.294
H -0.888 2.017 -3.805 -0.537
H -1.261 4.270 -3.656 0.571
H 0.132 4.023 -4.664 0.243
H 0.091 6.030 -2.750 0.576
H 1.586 5.080 -2.922 0.197
H 0.447 4.620 -1.695 -0.313
C 2.829 -6.264 8.024 -0.933
C 1.669 -6.101 8.928 -0.869
C 0.779 -4.836 8.711 -0.171
C 1.217 -3.574 9.483 -1.173
P 1.611 -2.069 8.633 0.748
C 0.327 -1.599 7.487 -1.458
C 0.038 -2.568 6.277 -0.298
C -0.338 -1.777 4.981 -0.877
C -1.457 -0.719 5.072 -1.205
C 1.776 -0.695 9.824 -1.174
C 2.347 -1.097 11.161 -0.793
C 2.833 0.140 11.823 -0.474
C 3.201 -0.214 13.323 -1.345
C 3.064 -2.403 7.683 -0.562
C 3.611 -1.295 6.866 -0.504
C 4.939 -1.852 6.304 -0.469
C 5.457 -0.994 5.212 -1.507
H 2.553 -6.312 6.938 0.248
H 3.438 -7.163 8.205 0.414
H 3.566 -5.418 8.065 0.106
H 1.983 -6.246 9.935 0.390
H 1.054 -6.980 8.806 0.411
H -0.302 -5.013 8.836 0.485
H 0.896 -4.674 7.621 -0.118
H 2.070 -3.769 10.227 0.614
H 0.455 -3.314 10.241 0.587
H 0.488 -0.588 7.133 0.664
H -0.553 -1.422 8.108 0.628
H -0.792 -3.199 6.579 0.467
H 0.892 -3.230 6.114 0.185
H -0.655 -2.414 4.117 0.462
H 0.513 -1.278 4.557 0.251
H -2.344 -1.163 5.573 0.284
H -1.703 -0.396 4.086 0.401
H -1.064 0.081 5.724 0.345
H 0.737 -0.433 9.936 0.694
H 2.275 0.117 9.290 0.565
H 3.173 -1.827 10.978 0.392
H 1.609 -1.656 11.686 0.469
H 1.911 0.717 11.755 0.336
H 3.616 0.663 11.249 0.366
H 3.989 -0.937 13.363 0.352
H 2.309 -0.619 13.798 0.335
H 3.511 0.600 13.939 0.410
H 2.675 -3.244 7.005 0.199
H 3.820 -2.864 8.343 0.812
H 3.836 -0.358 7.349 0.403
H 2.939 -1.105 6.011 0.080
H 4.833 -2.862 5.898 0.309
H 5.648 -1.998 7.083 0.450
H 6.505 -1.183 4.911 0.418
H 5.482 0.065 5.451 0.387
H 4.950 -1.075 4.226 0.262
C 5.470 5.155 4.762 -1.044
C 5.967 6.339 3.944 -0.612
C 5.149 6.452 2.704 -0.048
C 3.766 6.984 3.030 -0.866
P 2.573 6.915 1.716 0.825
C 2.202 5.138 1.561 -0.985
C 3.021 4.286 0.483 -0.467
C 2.464 2.892 0.277 0.267
C 2.544 2.008 1.510 -1.656
C 1.030 7.678 2.343 -0.967
C -0.250 7.803 1.471 -0.938
C -0.818 6.499 0.746 1.035
C -2.073 6.749 -0.068 -1.527
C 3.225 7.650 0.288 -1.279
C 3.786 9.098 0.399 -0.815
C 4.437 9.549 -0.901 -0.401
C 4.608 11.059 -0.927 -1.266
H 5.978 5.025 5.715 0.407
H 5.533 4.223 4.092 0.211
H 4.426 5.310 5.087 0.267
H 7.035 6.145 3.731 0.355
H 5.994 7.336 4.479 0.344
H 5.005 5.487 2.185 -0.185
H 5.564 7.158 2.019 0.357
H 3.859 8.011 3.353 0.651
H 3.289 6.325 3.798 0.257
H 1.138 5.042 1.333 0.499
H 2.444 4.816 2.578 0.487
H 4.079 4.163 0.788 0.331
H 2.961 4.846 -0.446 0.253
H 2.992 2.394 -0.493 0.267
H 1.437 2.960 -0.069 -0.125
H 1.867 1.167 1.285 0.471
H 2.122 2.494 2.419 0.280
H 3.588 1.666 1.685 0.325
H 1.304 8.741 2.654 0.417
H 0.791 6.983 3.173 0.422
H -0.033 8.440 0.608 0.361
H -1.003 8.230 2.143 0.450
H -1.067 5.686 1.420 0.358
H -0.036 6.122 0.068 -0.556
H -2.909 7.129 0.489 0.495
H -2.414 5.794 -0.476 0.191
H -1.858 7.524 -0.844 0.362
H 2.464 7.596 -0.527 0.545
H 3.999 7.027 -0.076 0.840
H 4.503 9.286 1.260 0.355
H 2.920 9.752 0.627 0.417
H 3.694 9.281 -1.695 0.270
H 5.322 8.923 -1.010 0.382
H 3.595 11.440 -0.849 0.333
H 4.978 11.386 -1.904 0.389
H 5.271 11.406 -0.105 0.326
C -10.511 2.233 -6.111 -1.359
C -9.070 1.947 -5.695 -0.409
C -9.044 0.774 -4.650 -0.564
C -7.568 0.404 -4.539 -0.588
N -7.186 -0.770 -3.582 1.037
C -5.688 -1.222 -3.731 0.125
C -5.659 -2.639 -4.383 0.455
C -7.091 -2.765 -4.923 -1.070
C -7.980 -2.004 -3.940 -0.699
C -7.383 -0.327 -2.116 -1.176
H -10.543 3.075 -6.845 0.398
H -11.105 2.575 -5.273 0.328
H -10.999 1.390 -6.618 0.356
H -8.616 2.841 -5.218 0.237
H -8.390 1.687 -6.527 0.391
H -9.751 0.031 -4.996 0.437
H -9.339 1.171 -3.648 0.305
H -7.059 1.266 -4.125 -0.085
H -7.130 0.185 -5.550 0.466
H -5.246 -1.281 -2.699 -0.344
H -5.128 -0.476 -4.341 0.040
H -5.488 -3.478 -3.686 -0.422
H -4.924 -2.734 -5.167 0.346
H -7.351 -3.766 -5.113 0.648
H -7.132 -2.218 -5.889 0.319
H -8.177 -2.605 -3.070 0.499
H -8.940 -1.626 -4.309 0.260
H -6.678 0.494 -1.947 0.218
H -7.109 -1.177 -1.489 0.407
H -8.401 -0.004 -2.060 0.592
C 1.489 -4.724 -6.269 -1.529
C 0.523 -5.289 -5.181 0.955
C -0.196 -6.514 -5.625 -1.133
O -1.433 -6.609 -4.938 -0.065
C -2.383 -7.402 -5.582 -0.682
N 1.212 -5.461 -3.858 0.244
H 2.123 -6.034 -3.857 0.618
H 1.701 -4.601 -3.562 0.010
H 0.495 -5.741 -3.207 0.076
H 1.972 -3.768 -5.907 0.122
H 1.113 -4.500 -7.237 0.506
H 2.267 -5.434 -6.485 0.440
H -0.251 -4.600 -4.913 0.002
H 0.446 -7.487 -5.573 0.276
H -0.463 -6.380 -6.674 0.509
H -2.623 -7.113 -6.641 0.329
H -3.298 -7.273 -4.973 0.087
H -2.164 -8.472 -5.513 0.340
C 7.186 -6.478 1.638 -1.274
C 5.686 -6.620 1.884 0.189
C 5.017 -5.288 2.209 -0.850
O 3.603 -5.479 2.191 -0.405
C 2.975 -4.290 2.585 -0.485
N 5.049 -7.273 0.646 -0.113
H 5.357 -6.827 -0.223 0.200
H 5.458 -8.236 0.573 0.433
H 4.041 -7.408 0.685 0.359
H 7.438 -5.737 2.396 0.381
H 7.442 -6.107 0.649 0.373
H 7.723 -7.400 1.814 0.389
H 5.440 -7.242 2.797 0.290
H 5.142 -4.540 1.446 0.453
H 5.406 -4.999 3.201 0.388
H 3.114 -3.468 1.886 0.358
H 3.399 -4.011 3.551 0.077
H 1.956 -4.578 2.670 0.295
C -2.246 -6.664 -0.570 -1.625
C -3.250 -5.878 -1.341 0.758
C -4.722 -6.395 -1.266 -1.202
O -5.514 -5.568 -2.161 -0.046
C -6.823 -6.136 -2.197 -0.900
N -3.374 -4.491 -0.697 0.824
H -3.090 -4.526 0.295 0.336
H -2.672 -3.834 -1.105 -0.335
H -4.293 -4.048 -0.712 0.257
H -1.156 -6.298 -0.571 0.276
H -2.222 -7.703 -0.858 0.437
H -2.532 -6.683 0.484 0.481
H -2.946 -5.624 -2.367 0.081
H -5.055 -6.413 -0.213 0.354
H -4.719 -7.462 -1.547 0.657
H -7.448 -5.620 -2.929 0.198
H -7.444 -5.877 -1.336 0.361
H -6.805 -7.185 -2.405 0.360
C -3.608 2.491 2.337 -1.145
C -5.072 2.804 2.094 0.402
C -5.445 4.218 1.819 -0.708
O -6.903 4.219 1.499 -0.424
C -7.273 5.471 0.801 -0.628
N -5.614 1.992 0.903 0.743
H -5.035 1.269 0.504 -0.271
H -6.503 1.625 1.127 0.449
H -5.827 2.613 0.085 0.191
H -3.028 2.783 1.454 0.118
H -3.552 1.433 2.520 0.210
H -3.260 3.125 3.143 0.494
H -5.735 2.491 2.899 0.317
H -4.848 4.612 1.005 0.190
H -5.257 4.852 2.711 0.605
H -8.183 5.376 0.186 0.274
H -6.475 5.634 0.060 0.228
H -7.388 6.267 1.532 0.305
P -0.560 -2.643 -2.216 1.306
F 0.234 -2.680 -3.702 -0.402
F -0.975 -4.180 -2.428 -0.355
F 0.848 -3.126 -1.594 -0.495
F -1.321 -2.590 -0.832 -0.249
F -0.143 -1.093 -2.050 -0.383
F -2.013 -2.271 -2.904 -0.630
P -4.625 3.071 -2.561 1.384
F -4.141 4.578 -2.697 -0.380
F -5.693 3.573 -1.455 -0.562
F -5.744 3.231 -3.692 -0.367
F -5.131 1.541 -2.337 -0.662
F -3.525 2.530 -3.586 -0.347
F -3.492 2.854 -1.364 -0.350
P -4.779 -1.593 1.160 1.376
F -5.449 -2.626 2.149 -0.439
F -6.196 -0.779 0.987 -0.386
F -4.278 -0.600 2.343 -0.376
F -4.143 -0.555 -0.006 -0.592
F -3.337 -2.311 1.167 -0.443
F -5.228 -2.578 -0.025 -0.604
P 4.477 -5.812 -2.638 1.378
F 5.776 -5.323 -3.412 -0.338
F 3.876 -4.323 -2.656 -0.416
F 3.774 -6.249 -4.055 -0.441
F 3.090 -6.177 -1.800 -0.395
F 4.995 -7.338 -2.479 -0.394
F 5.163 -5.429 -1.128 -0.479
```

Calculated values
HOMO-LUMO gap, eV: 9.9
E_LUMO, eV: -6.051
Net charge: +4